21
Properties=species:S:1:pos:R:3:forces:R:3 method="wB97M-V/def2-TZVPD" e_lumo_ev="-1.010 / -1.009" de_lowest_kj_mol=279.6 charge=0 max_force_ev_per_a=4.06 e_homo_ev="-9.2 / -9.2"
O -0.65456 2.19966 2.88462 -0.57 0.14 0.62
N -0.12533 2.53899 1.86201 1.11 -1.55 0.40
O -0.63444 3.06433 0.90888 -0.35 0.50 -0.38
C 1.29394 2.16705 1.71124 1.28 1.02 -0.19
Br 2.22721 3.18127 0.48448 0.14 0.27 -0.45
N 1.97100 1.33496 2.49464 -3.33 -1.07 -0.68
O 1.43252 0.55416 3.27652 0.84 0.12 0.36
O 3.26601 1.16883 2.16994 0.64 3.59 -0.37
H 3.48174 0.27851 2.22402 0.17 -3.14 0.59
C 0.66273 -0.93352 0.02168 -3.38 0.80 0.16
C -0.47065 -0.25826 -0.43197 2.68 -0.77 0.54
C -1.81913 -0.29004 0.21024 2.01 0.12 2.84
C -0.48326 0.67384 -1.67410 2.31 -2.14 2.57
H 0.72460 -1.68323 0.85253 -0.49 0.99 -0.73
H 1.56147 -0.72240 -0.47331 1.24 0.06 -0.79
H -2.12044 0.63046 0.72065 0.48 0.45 -0.33
H -2.57366 -0.46533 -0.45008 -2.12 -0.88 -1.96
H -1.81415 -0.98530 1.04957 -0.21 -0.45 -0.25
H -0.76188 1.55880 -1.21766 -1.14 2.22 -0.05
H -1.14326 0.16689 -2.28325 -1.76 -0.20 -1.76
H 0.47510 0.78622 -2.14870 0.43 -0.07 -0.16

46
Properties=species:S:1:pos:R:3:forces:R:3 method="wB97M-V/def2-TZVPD" e_lumo_ev=-5.630 de_lowest_kj_mol=160.3 charge=+1 max_force_ev_per_a=2.87 e_homo_ev=-12.0
C 1.03884 2.76686 0.83597 -0.33 -0.21 -0.04
C 0.12839 2.40575 2.04370 0.54 0.06 -0.79
C -0.57990 1.04589 1.84663 -0.41 0.53 0.29
C -1.89220 1.17479 0.93376 0.22 -1.16 0.95
C -1.79477 1.29026 -0.56300 1.58 1.66 0.99
C -2.88204 1.65627 -1.44609 -0.33 1.43 0.13
C -0.38012 1.59701 -1.05425 -0.56 -0.35 -0.18
C 0.30262 2.92271 -0.51324 0.02 0.25 0.41
H 1.57505 3.70439 1.08477 -0.16 -0.51 -0.37
H 1.77805 1.95374 0.67007 -0.18 0.50 0.42
H 0.79199 2.38736 2.92146 -0.37 -0.21 -0.15
H -0.61107 3.21283 2.23368 0.32 -0.41 -0.15
H 0.16972 0.26567 1.60654 -0.62 0.34 -0.54
H -0.91580 0.73991 2.84861 -0.33 0.03 -0.39
H -2.60322 0.35912 1.25284 0.38 0.85 -0.53
H -2.36032 2.14068 1.25442 0.06 -0.65 -0.28
H -2.46840 2.14368 -2.36487 -0.03 -0.07 1.14
H -3.61084 2.30436 -0.82362 2.06 -0.22 -0.38
H 0.31686 0.77256 -0.81225 -0.46 0.15 0.12
H -0.41690 1.69038 -2.13129 0.00 -0.11 -0.27
H -0.41160 3.76040 -0.43834 0.05 -0.38 -0.23
H 1.04707 3.19742 -1.28941 -0.52 -0.19 0.40
F -3.91561 -2.56030 -5.32144 -0.18 0.22 1.51
C -3.93785 -2.17280 -3.99536 0.45 -0.10 -1.13
C -4.07310 -3.11804 -2.99443 -0.46 -0.78 0.69
C -3.91990 -2.74903 -1.64462 0.20 1.28 -0.17
C -3.82243 -1.37962 -1.34701 -0.55 0.24 -0.29
C -3.90630 -0.42672 -2.39552 0.44 -1.39 -0.31
C -4.14615 0.98387 -2.05892 -2.75 0.01 0.80
C -4.69403 1.96613 -3.14379 -0.26 -0.68 0.29
C -4.64152 3.29199 -2.74881 0.14 0.82 -1.13
C -5.16244 4.30216 -3.57434 0.00 -0.25 0.68
C -5.78746 3.99042 -4.77307 -0.37 0.13 0.29
C -5.83154 2.66040 -5.16486 -0.43 -0.59 0.26
C -5.37336 1.63330 -4.34767 1.02 0.20 0.65
C -3.79020 -0.81553 -3.73728 0.20 -0.13 0.39
H -4.41424 -4.13925 -3.19676 0.63 0.35 -0.31
H -3.89218 -3.45691 -0.80873 -0.22 0.06 -0.65
H -3.80791 -1.00487 -0.29334 -0.09 -0.52 -0.98
H -5.04350 1.01510 -1.28986 1.90 -0.38 -1.11
H -4.10110 3.55703 -1.83440 -0.56 0.37 -0.51
H -5.10711 5.31642 -3.20619 -0.10 0.14 -0.16
H -6.37279 4.73868 -5.32078 0.70 -0.20 0.03
H -6.31577 2.36053 -6.08096 -0.11 0.17 -0.16
H -5.47482 0.59698 -4.67302 -0.14 0.50 0.17
H -3.57956 -0.07688 -4.53586 -0.40 -0.81 0.58

89
Properties=species:S:1:pos:R:3:forces:R:3 method="wB97M-V/def2-TZVPD" e_lumo_ev=2.255 de_lowest_kj_mol=0.0 charge=-1 max_force_ev_per_a=0.45 e_homo_ev=-2.6
Y 0.99673 0.47930 -0.53112 -0.27 -0.31 -0.13
C 4.29173 -1.01335 0.15794 -0.02 0.04 0.00
N 3.10676 -0.76726 1.00862 -0.03 0.13 0.15
C 3.41553 0.37656 1.89481 0.01 -0.09 -0.03
C 2.20997 0.89605 2.66943 -0.02 -0.03 0.06
N 1.51096 2.00584 1.98705 -0.03 0.05 -0.07
C 2.43085 3.14451 1.82214 0.07 0.00 0.07
C 0.35673 2.40005 2.77751 0.19 0.08 0.03
C 0.50669 3.33140 3.80428 -0.08 0.06 0.03
C -0.56694 3.76078 4.57047 0.09 -0.03 -0.06
C -1.82438 3.23843 4.30794 -0.03 0.02 0.02
C -1.97516 2.29215 3.31354 -0.15 -0.06 -0.03
C -0.90068 1.83371 2.53919 -0.08 -0.05 -0.08
S -1.14512 0.53977 1.40090 0.13 -0.06 0.12
C 2.84898 -1.98115 1.77729 0.01 0.11 -0.02
C 3.80284 -2.42755 2.68987 0.01 -0.08 0.08
C 3.63748 -3.59932 3.40858 0.01 0.04 -0.02
C 2.48793 -4.35216 3.20607 0.00 -0.02 0.01
C 1.53947 -3.92076 2.30093 -0.05 -0.04 0.00
C 1.68939 -2.73488 1.56288 -0.07 0.02 0.02
S 0.43032 -2.26059 0.44958 0.08 0.08 -0.08
H 5.18709 -1.16236 0.77628 0.01 -0.01 0.00
H 4.43903 -0.16084 -0.50660 -0.03 -0.02 0.01
H 4.12070 -1.90415 -0.44012 0.01 -0.03 -0.01
H 3.82413 1.15309 1.24737 -0.01 0.01 0.00
H 4.20079 0.09760 2.60877 0.00 0.05 -0.02
H 2.54813 1.25386 3.65518 -0.02 -0.03 -0.02
H 1.48769 0.09163 2.84188 0.02 0.01 -0.02
H 3.04635 3.29814 2.72008 0.00 0.02 0.00
H 1.84847 4.04679 1.64478 0.02 0.00 0.02
H 3.07579 2.99192 0.95830 -0.02 -0.04 0.00
H 1.48299 3.74634 4.00918 0.03 0.00 0.00
H -0.41550 4.49379 5.35284 -0.01 0.00 0.00
H -2.68559 3.56374 4.87986 -0.01 0.00 0.00
H -2.94980 1.86466 3.10986 0.00 0.01 0.02
H 4.70858 -1.85485 2.84241 -0.01 0.03 -0.02
H 4.39599 -3.91748 4.11264 0.00 0.00 0.01
H 2.33057 -5.27143 3.75815 -0.01 -0.01 0.00
H 0.63438 -4.49484 2.14396 0.00 -0.01 0.01
C -2.86720 6.18846 -1.00033 0.01 -0.03 0.00
C -1.99287 4.96754 -0.93943 -0.03 0.05 0.00
C -0.64194 5.05059 -0.65984 0.05 -0.10 0.00
C 0.12726 3.89099 -0.61713 -0.04 0.12 -0.05
N -0.38451 2.68017 -0.80896 -0.10 -0.02 0.08
C -1.69118 2.59670 -1.07939 0.03 0.12 0.02
C -2.51709 3.69677 -1.16926 -0.03 0.01 0.00
H -2.30102 7.08958 -0.77034 0.01 0.01 0.00
H -3.68866 6.10885 -0.28650 -0.01 0.00 0.00
H -3.30427 6.30222 -1.99394 -0.01 0.00 -0.01
H -0.16993 6.00806 -0.48205 0.02 0.02 0.01
H 1.20021 3.92052 -0.47160 0.03 -0.02 -0.01
H -2.08486 1.60041 -1.22459 0.00 -0.05 0.01
H -3.56779 3.56621 -1.39895 -0.01 -0.02 0.00
C -5.49662 -0.38715 -0.94013 -0.02 -0.01 -0.01
C -5.50763 -1.61558 -1.84559 -0.07 0.05 0.02
C -5.48676 -1.21505 -3.31638 0.01 0.00 0.00
C -4.37626 -2.58392 -1.50635 0.03 -0.04 0.05
N -3.05648 -2.01669 -1.71616 -0.16 -0.06 0.00
C -2.33070 -1.22342 -0.93365 0.44 0.03 0.08
N -1.22123 -0.91833 -1.57131 -0.26 0.00 -0.09
N -1.29577 -1.54360 -2.77006 0.00 0.11 0.11
N -2.38865 -2.20151 -2.86502 0.08 -0.04 -0.15
H -6.37600 0.23028 -1.12690 0.00 0.01 -0.01
H -4.61698 0.23345 -1.12324 0.01 0.00 0.00
H -5.49622 -0.66242 0.11561 0.01 0.00 0.03
H -6.42735 -2.17866 -1.64891 0.00 0.02 -0.01
H -4.58345 -0.65012 -3.55278 0.01 0.01 0.00
H -6.34651 -0.58649 -3.55144 -0.01 0.01 0.00
H -5.50910 -2.08704 -3.97097 0.00 -0.02 -0.01
H -4.43090 -3.47152 -2.13589 0.03 0.00 0.03
H -4.43666 -2.89117 -0.46121 0.01 -0.01 -0.02
H -2.56996 -0.89740 0.06621 -0.10 -0.03 0.05
S 2.52702 -1.39409 -2.73291 0.09 -0.14 -0.02
C 2.51650 -3.06430 -2.62341 -0.05 0.08 -0.02
N 3.47057 -3.86767 -3.18886 0.03 0.05 -0.04
C 3.07900 -5.26418 -3.09540 -0.05 -0.03 0.04
C 2.16872 -5.20749 -1.86267 0.05 -0.07 -0.08
N 1.65569 -3.85096 -1.95762 -0.03 0.02 0.12
H 4.00094 -3.49855 -3.95931 -0.01 0.02 0.02
H 3.94013 -5.91796 -2.96185 -0.02 0.00 0.02
H 2.51796 -5.58491 -3.98181 0.00 -0.01 0.02
H 2.74277 -5.34351 -0.93875 0.00 -0.01 -0.02
H 1.36575 -5.94303 -1.89197 0.02 0.00 -0.01
H 1.11612 -3.42780 -1.18164 0.01 0.06 -0.09
Te 3.15647 2.10306 -1.61978 0.27 0.13 -0.06
N 0.32266 0.98802 -3.00066 0.32 -0.10 -0.22
H -0.58738 1.09270 -3.43799 -0.03 0.02 0.13
H 0.82559 0.27293 -3.52278 -0.15 -0.06 0.00
H 0.88868 1.82983 -3.11885 -0.11 0.06 0.06

11
Properties=species:S:1:pos:R:3:forces:R:3 method="wB97M-V/def2-TZVPD" e_lumo_ev=1.024 de_lowest_kj_mol=195.9 charge=0 max_force_ev_per_a=0.75 smiles=C#CCOC e_homo_ev=-10.0
C -2.61888 -0.37643 -0.53829 0.54 0.01 -0.02
C -1.43781 -0.12112 -0.56453 -0.69 0.27 0.13
C -0.12017 0.56320 -0.58179 -0.03 0.13 -0.13
O 0.50914 0.63436 0.68277 0.01 -0.01 -0.08
C 1.56155 -0.28683 0.87733 0.18 -0.21 0.13
H -3.67727 -0.57093 -0.51165 0.53 -0.07 -0.02
H -0.34656 1.59984 -0.87363 0.16 -0.25 0.01
H 0.56238 0.14488 -1.34011 -0.26 0.00 0.20
H 1.22865 -1.32570 0.75408 -0.02 0.10 0.05
H 1.93094 -0.14884 1.90008 -0.19 -0.04 -0.23
H 2.40804 -0.11245 0.19574 -0.22 0.07 -0.02